Record 1
{
  "formula": "C4H7N3O",
  "method": "the ωB97M-V functional and the def2-TZVPD basis",
  "max_force_ha_per_bohr": 0.11025,
  "relative_energy_ev": 1.843,
  "orbital_gap_ev": 9.78,
  "smiles": "[H]/N=C(/N=C/C)C(N)=O",
  "species": ["H", "N", "C", "N", "C", "C", "C", "N", "O", "H", "H", "H", "H", "H", "H"],
  "xyz": [[-0.60950, 1.27708, -2.80089], [0.10662, 1.26191, -2.07846], [-0.26112, 0.62348, -1.03911], [-0.04739, 0.91962, 0.27661], [1.08787, 0.41904, 0.59466], [1.42484, 0.21504, 2.03286], [-1.58767, -0.21789, -1.03665], [-1.38956, -1.48295, -0.60427], [-2.63704, 0.21223, -1.43926], [1.93677, 0.22082, -0.07510], [2.25592, 0.86139, 2.30200], [0.58143, 0.46787, 2.66312], [1.74289, -0.81508, 2.23646], [-2.09552, -2.17482, -0.80429], [-0.50854, -1.78773, -0.22770]]
}

***

Record 2
{
  "formula": "C4H7N3O",
  "method": "the ωB97M-V functional and the def2-TZVPD basis",
  "max_force_ha_per_bohr": 0.05021,
  "relative_energy_ev": 3.013,
  "orbital_gap_ev": 9.24,
  "smiles": "C=C/C=N/N.N=C=O",
  "species": ["C", "C", "C", "N", "N", "H", "H", "H", "H", "H", "H", "N", "C", "O", "H"],
  "xyz": [[1.51458, 1.57343, 0.75406], [2.13700, 0.38637, 0.66985], [1.48046, -0.79668, 0.15958], [0.35650, -0.60524, -0.38416], [-0.54996, -1.63288, -0.75945], [0.48332, 1.66288, 0.46428], [1.91645, 2.61583, 1.07689], [3.11567, 0.11658, 1.13055], [1.87749, -1.82829, 0.33155], [-1.17519, -1.26712, -1.49269], [-0.17192, -2.54910, -1.12359], [-2.95942, 0.93666, -0.77985], [-2.75908, 0.21014, 0.14723], [-2.62026, -0.62301, 0.93398], [-2.64563, 1.80041, -1.12824]]
}

***

Record 3
{
  "formula": "C4H7N3O",
  "method": "the ωB97M-V functional and the def2-TZVPD basis",
  "max_force_ha_per_bohr": 0.11291,
  "relative_energy_ev": 5.889,
  "orbital_gap_ev": 8.69,
  "smiles": "[H]/N=c1/ccn(C)n1O",
  "species": ["H", "N", "C", "C", "C", "N", "C", "N", "O", "H", "H", "H", "H", "H", "H"],
  "xyz": [[2.41648, -1.13807, 0.50677], [2.32006, -0.10747, 0.29681], [1.17243, 0.27539, 0.22139], [0.68011, 1.54965, 0.00112], [-0.59143, 1.40873, -0.48990], [-0.96348, 0.05963, -0.23242], [-2.31152, -0.20752, 0.51304], [0.09199, -0.63277, 0.22625], [0.17382, -1.71236, -0.60611], [1.23088, 2.53306, -0.11184], [-1.24417, 2.37549, -0.63407], [-2.13327, -1.35908, 0.69064], [-2.54255, 0.32985, 1.48472], [-3.12250, 0.08201, -0.48529], [0.16707, -2.51758, -0.11040]]
}

***

Record 4
{
  "formula": "C4H7N3O",
  "method": "the ωB97M-V functional and the def2-TZVPD basis",
  "max_force_ha_per_bohr": 0.12524,
  "relative_energy_ev": 7.575,
  "orbital_gap_ev": 9.33,
  "smiles": "N[C@@H]1[C@H]2NN=CO[C@H]12",
  "species": ["N", "C", "C", "N", "N", "C", "O", "C", "H", "H", "H", "H", "H", "H", "H"],
  "xyz": [[0.67843, 2.06547, -1.18990], [0.59337, 1.61982, 0.18984], [1.00477, 0.02761, -0.07331], [1.03753, -1.26394, 0.61952], [-0.24446, -2.01451, 0.37795], [-1.28046, -1.43666, 0.05025], [-1.52203, 0.02261, -0.05634], [-0.41272, 0.53325, 0.37790], [-0.33750, 2.59723, -1.69877], [1.64725, 2.64745, -1.02588], [0.93243, 2.13138, 1.02571], [1.04686, -0.16751, -1.15490], [1.66454, -1.99699, 0.07622], [-2.14519, -1.95926, -0.15394], [-0.36238, 0.59361, 1.46120]]
}

***

Record 5
{
  "formula": "C4H7N3O",
  "method": "the ωB97M-V functional and the def2-TZVPD basis",
  "max_force_ha_per_bohr": 0.06631,
  "relative_energy_ev": 1.401,
  "orbital_gap_ev": 8.70,
  "smiles": "NCc1[nH]cnc1O",
  "species": ["N", "C", "C", "N", "C", "N", "C", "O", "H", "H", "H", "H", "H", "H", "H"],
  "xyz": [[0.24162, -0.82140, 2.42974], [1.02726, 0.01681, 1.55367], [0.40311, 0.28085, 0.18000], [0.36560, 1.49823, -0.37798], [-0.39890, 1.43674, -1.54925], [-0.93018, 0.19632, -1.74196], [-0.42706, -0.48861, -0.65067], [-0.43332, -1.84574, -0.48863], [-0.62165, -0.22903, 2.72665], [-0.22358, -1.64285, 1.90138], [2.08651, -0.25804, 1.40874], [1.07266, 0.89922, 2.13727], [0.96774, 2.28128, -0.16123], [-0.25373, 2.30848, -2.19550], [-0.92711, -2.17988, -1.27944]]
}

***

Record 6
{
  "formula": "C4H7N3O",
  "method": "the ωB97M-V functional and the def2-TZVPD basis",
  "max_force_ha_per_bohr": 0.15734,
  "relative_energy_ev": 7.103,
  "orbital_gap_ev": 7.59,
  "species": ["C", "C", "C", "C", "H", "H", "H", "H", "H", "H", "H", "N", "N", "N", "O"],
  "xyz": [[-2.19088, -0.76313, -0.09443], [-1.06364, 0.19486, 0.04106], [-1.06449, 1.57306, 0.11740], [0.98838, 0.83229, -0.04671], [-1.88391, -1.66103, -0.86805], [-3.28673, -0.47483, -0.26135], [-2.28589, -1.22404, 0.91596], [-1.95791, 2.15959, 0.16206], [3.08191, -1.04934, -1.08759], [3.68543, -0.29132, 0.62165], [0.48600, -1.20714, 0.90808], [2.31732, 0.79487, -0.02685], [2.75930, -0.67353, 0.04978], [0.13257, -0.21743, -0.24626], [0.28252, 2.00713, -0.18474]]
}

***

Record 7
{
  "formula": "C4H7N3O",
  "method": "the ωB97M-V functional and the def2-TZVPD basis",
  "max_force_ha_per_bohr": 0.10933,
  "relative_energy_ev": 5.267,
  "orbital_gap_ev": 8.79,
  "species": ["C", "C", "C", "C", "H", "H", "H", "H", "H", "H", "H", "N", "N", "N", "O"],
  "xyz": [[-2.44863, -0.40841, 0.28403], [-0.19620, 0.27258, -0.17367], [2.03739, 0.42679, -0.13663], [1.62492, -0.94886, 0.20090], [-4.00139, 1.09748, -0.76325], [-2.44795, -1.65472, 0.71140], [0.81470, 2.25359, 0.27723], [2.21872, 0.57033, -1.12139], [2.93632, 0.81595, 0.35748], [1.62328, -1.35304, 1.21024], [1.94550, -1.69295, -0.55751], [-3.67318, 0.01520, -0.07170], [-1.45389, 0.48217, -0.06789], [0.77597, 1.12941, 0.24787], [0.24444, -1.00552, -0.39710]]
}

***

Record 8
{
  "formula": "C4H7N3O",
  "method": "the ωB97M-V functional and the def2-TZVPD basis",
  "max_force_ha_per_bohr": 0.14275,
  "relative_energy_ev": 7.677,
  "orbital_gap_ev": 9.76,
  "smiles": "[H]/N=C1\\NN[C@@H]2C[C@@]12O",
  "species": ["H", "N", "C", "N", "N", "C", "C", "C", "O", "H", "H", "H", "H", "H", "H"],
  "xyz": [[3.03606, -0.13586, -0.30656], [2.27671, -0.85496, -0.27430], [1.09225, -0.22103, -0.21808], [0.81547, 1.11685, 0.02864], [-0.57191, 1.41532, 0.24631], [-1.00637, 0.49644, -0.71099], [-1.57944, -0.84540, -0.74608], [-0.26261, -0.70906, -0.04319], [-0.71326, -0.53267, 1.43425], [1.39803, 1.50612, 0.89897], [-0.90585, 2.28274, -0.30941], [-0.51337, 0.57487, -1.58564], [-1.82324, -1.41051, -1.64347], [-2.10887, -1.24726, 0.11381], [-0.48150, -1.37493, 1.66377]]
}

***

Record 9
{
  "formula": "C4H7N3O",
  "method": "the ωB97M-V functional and the def2-TZVPD basis",
  "max_force_ha_per_bohr": 0.06392,
  "relative_energy_ev": 6.354,
  "orbital_gap_ev": [8.18, 6.77],
  "species": ["C", "C", "C", "C", "N", "N", "N", "O", "H", "H", "H", "H", "H", "H", "H"],
  "xyz": [[0.55204, -1.94057, 0.14806], [-0.54428, -1.43254, -0.13188], [-1.91552, -1.24057, -0.11749], [1.88288, -2.09153, 0.35832], [-2.78847, -2.13892, -0.12519], [-2.15506, 0.16121, 0.02913], [-0.14850, 2.08420, -0.65218], [-3.28009, 0.56528, 0.29429], [2.33505, -3.03984, 0.47982], [2.53552, -1.27274, 0.37572], [-3.68571, -1.85536, 0.28130], [-1.31283, 0.89816, -0.02197], [0.22212, 1.52535, -1.41145], [0.66005, 1.97853, 0.01543], [-0.24196, 3.02248, -0.93121]]
}

***

Record 10
{
  "formula": "C4H7N3O",
  "method": "the ωB97M-V functional and the def2-TZVPD basis",
  "max_force_ha_per_bohr": 0.10119,
  "relative_energy_ev": 3.812,
  "orbital_gap_ev": 9.96,
  "smiles": "C=Cn1nccn1.O",
  "species": ["C", "C", "N", "N", "C", "C", "N", "H", "H", "H", "H", "H", "O", "H", "H"],
  "xyz": [[-1.30626, -1.53512, -0.50020], [-0.18636, -1.20124, 0.16627], [0.54493, -0.17442, -0.35919], [1.79547, 0.03119, -0.15581], [1.97747, 1.32892, -0.50272], [0.76895, 1.75922, -1.07816], [-0.09196, 0.79176, -0.83719], [-1.78063, -2.47640, -0.19266], [-1.59305, -1.05763, -1.33795], [-0.00491, -1.58683, 1.13250], [2.98067, 1.72068, -0.42520], [0.54568, 2.65438, -1.54351], [-1.33142, -0.28027, 2.28617], [-0.39397, 0.08166, 1.82670], [-1.92460, -0.05589, 1.52096]]
}

***

Record 11
{
  "formula": "C4H7N3O",
  "method": "the ωB97M-V functional and the def2-TZVPD basis",
  "max_force_ha_per_bohr": 0.08121,
  "relative_energy_ev": 6.996,
  "orbital_gap_ev": 9.55,
  "smiles": "[H]/N=c1/cc[nH]n1OC",
  "species": ["H", "N", "C", "C", "C", "N", "N", "O", "C", "H", "H", "H", "H", "H", "H"],
  "xyz": [[0.29126, 2.40026, 0.00258], [-0.73210, 2.14076, -0.09558], [-0.86343, 0.85721, 0.13447], [-2.01253, 0.02859, 0.02842], [-1.67008, -1.25985, -0.02214], [-0.18822, -1.44206, -0.24242], [0.25626, -0.14054, 0.43646], [1.32923, 0.27412, -0.29776], [2.82492, -0.16986, 0.06931], [-3.12653, 0.06913, -0.09863], [-2.31273, -2.17433, -0.25183], [0.15503, -1.87699, 0.58337], [2.94068, -0.21450, 1.30774], [3.08925, -1.37734, -0.27843], [3.30438, 0.33702, -0.83225]]
}

***

Record 12
{
  "formula": "C4H7N3O",
  "method": "the ωB97M-V functional and the def2-TZVPD basis",
  "max_force_ha_per_bohr": 0.10538,
  "relative_energy_ev": 5.476,
  "orbital_gap_ev": 9.15,
  "smiles": "[H]/N=c1/cc(O)[nH]n1C",
  "species": ["H", "N", "C", "C", "C", "O", "N", "N", "C", "H", "H", "H", "H", "H", "H"],
  "xyz": [[2.79870, -0.96444, -0.29101], [1.97460, -1.35538, 0.27995], [0.91075, -0.76278, -0.06138], [-0.54800, -1.34030, -0.17790], [-1.34139, -0.29802, 0.03203], [-2.63999, 0.02451, 0.15125], [-0.73161, 0.94951, 0.03224], [0.62314, 0.61435, -0.46059], [1.62982, 1.48235, 0.12079], [-0.85451, -2.45136, -0.27887], [-2.69573, 1.00920, -0.42492], [-0.94293, 1.47017, 0.82698], [1.67122, 0.95643, 1.19555], [2.49563, 1.19530, -0.39162], [1.67751, 2.64181, -0.28858]]
}

***

Record 13
{
  "formula": "C4H7N3O",
  "method": "the ωB97M-V functional and the def2-TZVPD basis",
  "max_force_ha_per_bohr": 0.19454,
  "relative_energy_ev": 7.023,
  "orbital_gap_ev": 8.09,
  "species": ["C", "C", "C", "C", "H", "H", "H", "H", "H", "H", "H", "N", "N", "N", "O"],
  "xyz": [[-0.32604, 0.16072, 0.53859], [1.26336, -0.32639, -1.40235], [-1.46741, -0.63266, 0.07083], [-1.61111, -0.90625, -1.12699], [1.57241, 0.56853, 2.25398], [0.22242, 2.12521, 2.76440], [1.25301, 1.25801, -0.23868], [1.12378, -1.58568, -1.64686], [-1.92618, -0.85042, 0.96601], [-0.75349, -1.03452, -1.90886], [-2.44526, -1.68969, -1.36499], [0.67743, 1.53561, 1.93199], [-0.55690, 1.13188, 1.47104], [0.93057, 0.20575, -0.06688], [2.04343, 0.03990, -2.24121]]
}

***

Record 14
{
  "formula": "C4H7N3O2",
  "method": "the ωB97M-V functional and the def2-TZVPD basis",
  "max_force_ha_per_bohr": 0.08162,
  "relative_energy_ev": 7.363,
  "orbital_gap_ev": [8.91, 6.41],
  "species": ["C", "C", "C", "C", "N", "N", "N", "O", "O", "H", "H", "H", "H", "H", "H", "H"],
  "xyz": [[-1.46302, 0.38802, 0.14491], [-2.09507, -0.55729, 0.92538], [-0.60315, -0.09210, -1.05508], [1.72949, 0.35008, -0.30821], [-1.64238, 1.60372, 0.36715], [0.71989, -0.51404, -0.58561], [2.93447, -0.09858, 0.19620], [3.17342, -1.31274, 0.14467], [3.76693, 0.75401, 0.45213], [-2.63972, -0.21234, 1.78495], [-2.33766, -1.53546, 0.64399], [-1.12097, -1.00829, -1.45351], [-0.63319, 0.54942, -1.84523], [1.53845, 1.50939, -0.48738], [-2.07003, 1.59509, 1.23862], [0.74253, -1.41890, -0.16298]]
}

***

Record 15
{
  "formula": "C4H7N3O2S",
  "method": "the ωB97M-V functional and the def2-TZVPD basis",
  "max_force_ha_per_bohr": 0.11707,
  "relative_energy_ev": 4.991,
  "orbital_gap_ev": [7.67, 7.70],
  "species": ["C", "C", "C", "C", "N", "N", "N", "O", "O", "S", "H", "H", "H", "H", "H", "H", "H"],
  "xyz": [[-1.00688, -1.79378, 0.12802], [-1.77450, -0.79525, 0.75503], [0.12940, 0.65362, -0.67756], [2.07030, -0.34235, 0.04007], [0.24781, -1.65992, -0.11027], [0.70207, -0.40084, -0.11859], [0.79236, 1.86628, -0.35135], [-0.99993, 0.70773, -1.10608], [-3.11712, 1.06407, 0.54761], [-3.26600, -0.26482, -0.13342], [-1.22999, -2.89604, 0.18326], [2.42953, -1.24348, -0.44451], [2.30481, 0.60218, -0.45291], [2.40790, -0.18698, 1.02926], [0.39314, 2.73741, -0.71440], [1.64314, 1.86553, 0.12130], [-1.72605, 0.08664, 1.30454]]
}

***

Record 16
{
  "formula": "C4H7N3O3",
  "method": "the ωB97M-V functional and the def2-TZVPD basis",
  "max_force_ha_per_bohr": 0.08312,
  "relative_energy_ev": 3.457,
  "orbital_gap_ev": 8.18,
  "species": ["O", "C", "C", "N", "C", "N", "C", "O", "N", "H", "H", "H", "H", "H", "H", "O", "H"],
  "xyz": [[6.37450, 1.50774, -1.80458], [5.22718, 0.88114, -1.50477], [4.63354, -0.29015, -1.89288], [3.36105, -0.35568, -1.33495], [3.16011, 0.81015, -0.78612], [1.94119, 1.28051, -0.29332], [1.48170, 3.13106, 0.80661], [2.45242, 3.77467, 1.14597], [4.29569, 1.56084, -0.75911], [6.87270, 1.01049, -2.46102], [4.97422, -0.98897, -2.65143], [1.28080, 0.54379, -0.06100], [0.71471, 2.75057, 1.50837], [4.42892, 2.42082, -0.23979], [1.26879, 2.10731, -1.08583], [0.70243, 3.53880, -0.66307], [-0.27159, 3.49575, -0.51454]]
}

***

Record 17
{
  "formula": "C4H7N3OS",
  "method": "the ωB97M-V functional and the def2-TZVPD basis",
  "max_force_ha_per_bohr": 0.08361,
  "relative_energy_ev": 7.153,
  "orbital_gap_ev": [7.85, 7.20],
  "species": ["C", "C", "C", "C", "N", "N", "N", "O", "S", "H", "H", "H", "H", "H", "H", "H"],
  "xyz": [[2.52602, 1.78161, 0.07291], [2.84995, -0.23913, -0.42062], [-1.38515, 0.19564, 0.17640], [-0.65287, -1.20694, 0.13818], [3.33552, 0.95353, -0.63029], [1.57000, 1.13798, 0.79403], [1.73452, -0.15237, 0.47765], [1.61386, -2.86844, -0.63309], [0.76355, -1.27819, 1.31100], [2.81196, 2.84952, 0.28697], [3.09672, -1.23375, -0.74772], [-1.14482, 0.71497, -0.78605], [-2.49679, 0.19065, 0.26910], [-0.89037, 0.84776, 1.02225], [-0.02782, -1.39157, -0.67994], [-1.35192, -1.88139, 0.41983]]
}